No. 1
A structure of composition C22H44BeBrCl2KN6O12S2 in a non-equilibrium geometry. Source: OMol25; level of theory: the ωB97M-V functional and the def2-TZVPD basis.

Last column: Löwdin charge in e.
Geometry (Å):
O (4.193, -0.548, -1.099)  -0.02
C (3.127, -0.353, -1.662)  -0.52
O (3.132, 0.521, -2.715)  0.10
C (1.861, -1.093, -1.068)  -0.24
N (0.786, -1.371, -2.033)  -0.06
N (-0.209, -2.072, -1.245)  0.03
C (-0.707, -2.989, -1.973)  -0.64
S (-1.693, -4.049, -2.629)  0.63
C (0.084, -0.134, -2.474)  -0.54
O (0.313, 0.421, -3.505)  0.16
O (-0.944, 0.358, -1.644)  -0.42
S (-0.423, 1.713, -0.736)  0.65
H (2.886, 0.061, -3.545)  0.14
H (2.242, -2.134, -0.682)  -0.06
H (1.478, -0.541, -0.145)  -0.01
H (-0.892, 1.556, 0.573)  -0.31
K (2.175, 0.516, 1.312)  0.79
Cl (-2.264, 2.621, 1.492)  -0.46
Cl (-4.278, -3.196, -3.273)  -0.54
Be (3.591, -3.022, -1.217)  0.47
C (0.233, -3.358, 4.874)  -0.12
C (1.151, -4.547, 4.955)  -0.13
O (1.458, -4.804, 3.587)  0.07
C (1.272, -3.644, 2.905)  -0.55
O (1.597, -3.467, 1.774)  0.13
O (0.666, -2.708, 3.682)  0.06
H (0.326, -2.696, 5.734)  0.13
H (-0.815, -3.645, 4.758)  0.14
H (2.078, -4.324, 5.490)  0.13
H (0.677, -5.412, 5.416)  0.13
C (-3.238, 2.021, -3.399)  -0.95
O (-2.456, 2.256, -4.315)  0.12
O (-3.442, 2.765, -2.396)  0.20
O (-3.973, 1.009, -3.313)  0.21
C (1.171, 5.708, -0.769)  -0.41
C (2.323, 5.242, 0.121)  -0.21
C (2.375, 5.852, 1.513)  -0.12
N (2.797, 7.312, 1.638)  -0.25
C (2.931, 7.575, 3.120)  0.00
C (4.113, 7.603, 0.933)  -0.09
C (3.710, 8.075, -0.452)  -0.15
C (2.445, 8.885, -0.214)  -0.15
C (1.813, 8.330, 1.062)  -0.08
H (1.123, 6.790, -0.889)  0.05
H (1.276, 5.276, -1.804)  -0.10
H (0.229, 5.379, -0.354)  -0.05
H (3.284, 5.346, -0.393)  0.10
H (2.200, 4.161, 0.252)  0.11
H (3.105, 5.287, 2.097)  0.13
H (1.406, 5.760, 2.012)  0.15
H (3.703, 6.920, 3.520)  0.11
H (1.968, 7.363, 3.584)  0.11
H (3.202, 8.618, 3.272)  0.10
H (4.607, 8.410, 1.478)  0.13
H (4.740, 6.713, 0.945)  0.14
H (3.511, 7.246, -1.129)  0.11
H (4.494, 8.668, -0.925)  0.12
H (1.763, 8.839, -1.063)  0.12
H (2.693, 9.940, -0.077)  0.12
H (0.842, 7.856, 0.937)  0.14
H (1.701, 9.141, 1.781)  0.12
C (-3.733, -6.846, -4.256)  0.00
N (-4.014, -7.694, -3.031)  -0.35
C (-4.176, -6.768, -1.845)  0.00
C (-2.852, -8.603, -2.780)  0.01
C (-5.313, -8.475, -3.186)  -0.09
C (-5.332, -9.506, -4.306)  -0.23
O (-5.131, -8.891, -5.570)  -0.06
H (-2.962, -6.122, -4.000)  0.05
H (-3.362, -7.480, -5.055)  0.10
H (-4.648, -6.331, -4.540)  0.11
H (-3.251, -6.209, -1.711)  0.06
H (-4.383, -7.374, -0.962)  0.10
H (-5.004, -6.089, -2.049)  0.09
H (-2.688, -9.224, -3.658)  0.10
H (-3.076, -9.220, -1.909)  0.11
H (-1.971, -7.990, -2.596)  0.11
H (-6.093, -7.730, -3.350)  0.15
H (-5.490, -8.974, -2.231)  0.14
H (-6.312, -9.994, -4.312)  0.13
H (-4.572, -10.279, -4.153)  0.12
H (-5.154, -9.584, -6.242)  0.11
Br (-0.451, 4.576, -2.148)  0.24
C (1.491, 2.073, 6.043)  -0.70
O (1.927, 2.009, 4.903)  0.00
N (0.213, 2.441, 6.311)  0.16
N (2.250, 1.781, 7.137)  0.15
H (-0.168, 2.500, 7.237)  0.10
H (-0.377, 2.662, 5.524)  0.12
H (3.202, 1.505, 6.974)  0.10
H (1.911, 1.827, 8.079)  0.09

=====

No. 2
A structure of composition C22H31PtS2SbTe. Source: OMol25; level of theory: the ωB97M-V functional and the def2-TZVPD basis.

- Energy above the lowest of the compared OMol25 structures with the same formula, charge and spin: 17.6 kcal/mol

Last column: Löwdin charge in e.
Geometry (Å):
Pt (-0.566, -0.107, 1.754)  0.06
C (0.733, 3.591, 4.202)  -0.13
C (0.022, 2.626, 3.285)  -0.76
S (0.490, 0.945, 3.489)  0.43
C (-0.910, 2.989, 2.400)  -0.78
C (-1.377, 4.400, 2.190)  -0.13
S (-1.714, 1.816, 1.361)  0.46
H (1.406, 3.056, 4.870)  0.05
H (0.030, 4.153, 4.819)  0.08
H (1.333, 4.306, 3.633)  0.08
H (-0.953, 5.074, 2.933)  0.06
H (-2.466, 4.462, 2.255)  0.07
H (-1.086, 4.762, 1.200)  0.07
Te (1.928, -0.942, 1.424)  1.32
C (2.534, -1.907, -0.365)  -0.50
C (3.885, -2.205, -0.505)  -0.14
C (4.345, -2.816, -1.663)  -0.08
C (3.458, -3.141, -2.680)  -0.08
C (2.107, -2.858, -2.537)  -0.08
C (1.648, -2.244, -1.379)  -0.14
C (2.415, 0.994, 0.713)  -0.52
C (3.461, 1.669, 1.328)  -0.15
C (3.796, 2.950, 0.909)  -0.08
C (3.090, 3.551, -0.123)  -0.08
C (2.044, 2.872, -0.733)  -0.07
C (1.702, 1.595, -0.312)  -0.14
H (4.583, -1.953, 0.285)  0.09
H (5.398, -3.040, -1.769)  0.11
H (3.819, -3.619, -3.581)  0.10
H (1.410, -3.116, -3.324)  0.10
H (0.593, -2.036, -1.266)  0.03
H (4.001, 1.209, 2.145)  0.09
H (4.607, 3.478, 1.394)  0.10
H (3.350, 4.550, -0.448)  0.10
H (1.477, 3.343, -1.526)  0.11
H (0.858, 1.090, -0.762)  0.07
C (-2.617, -3.848, 0.921)  -0.19
C (-2.068, -3.213, -0.353)  -0.42
Sb (-1.951, -1.088, -0.155)  1.26
C (-4.006, -0.524, -0.153)  -0.42
C (-4.831, -1.054, -1.319)  -0.18
C (-1.345, -0.476, -2.124)  -0.41
C (-1.681, -1.453, -3.245)  -0.18
H (-2.661, -4.935, 0.833)  0.07
H (-3.627, -3.496, 1.141)  0.06
H (-1.992, -3.608, 1.783)  0.06
H (-2.686, -3.450, -1.220)  0.05
H (-1.057, -3.567, -0.566)  0.04
H (-4.005, 0.566, -0.119)  0.03
H (-4.402, -0.860, 0.806)  0.05
H (-4.489, -0.644, -2.270)  0.06
H (-5.881, -0.776, -1.206)  0.07
H (-4.789, -2.142, -1.391)  0.06
H (-0.271, -0.308, -2.076)  0.01
H (-1.802, 0.504, -2.278)  0.06
H (-1.180, -2.413, -3.100)  0.05
H (-1.360, -1.059, -4.212)  0.07
H (-2.751, -1.654, -3.311)  0.05

=====

No. 3
The molecule C3H3N3OS. Source: OMol25; level of theory: the ωB97M-V functional and the def2-TZVPD basis.

- Energy above the lowest of the compared OMol25 structures with the same formula, charge and spin: 82.3 kcal/mol

Last column: Löwdin charge in e.
Geometry (Å):
O (-2.553, 0.790, -0.046)  -0.06
N (-2.469, -0.580, -0.021)  0.00
C (-1.277, -1.011, 0.031)  -0.19
C (-0.057, -0.216, 0.052)  -0.50
C (0.153, 1.126, 0.064)  -0.17
N (1.475, 1.454, 0.008)  -0.09
N (2.291, 0.485, -0.047)  -0.33
S (1.483, -0.998, -0.016)  1.01
H (-3.521, 0.919, -0.036)  0.12
H (-1.187, -2.102, 0.120)  0.12
H (-0.584, 1.910, 0.072)  0.10

=====

No. 4
The ion C10H21BrFN2OS with charge +1. Source: OMol25; level of theory: the ωB97M-V functional and the def2-TZVPD basis.

- Total charge: +1

Last column: Löwdin charge in e.
Geometry (Å):
C (-0.709, -2.334, 2.507)  -0.07
C (-0.777, -0.895, 1.949)  -0.27
C (-0.982, -0.920, 0.443)  -0.63
Br (-2.792, -1.476, 0.016)  0.86
N (-0.616, 0.322, -0.340)  -0.15
C (-0.589, -0.023, -1.833)  -0.13
C (0.442, -1.018, -2.344)  -0.24
N (0.227, -1.141, -3.789)  0.02
C (0.682, 0.993, 0.133)  -0.28
C (1.975, 0.205, 0.211)  -0.14
C (2.793, 0.571, 1.463)  -0.05
O (0.725, 2.112, -0.705)  0.05
C (-0.521, 2.714, -0.558)  -0.35
F (-0.464, 3.552, 0.502)  0.04
C (-1.545, 1.560, -0.281)  -0.51
S (-2.589, 1.856, 1.132)  0.90
H (0.224, -2.490, 3.049)  0.08
H (-0.780, -3.090, 1.723)  0.07
H (-1.517, -2.510, 3.214)  0.08
H (0.152, -0.379, 2.199)  0.10
H (-1.592, -0.364, 2.433)  0.08
H (-0.371, -1.710, 0.019)  0.08
H (-0.442, 0.911, -2.371)  0.14
H (-1.589, -0.388, -2.062)  0.09
H (1.450, -0.638, -2.198)  0.10
H (0.357, -1.989, -1.843)  0.12
H (-0.743, -0.971, -4.035)  0.07
H (0.415, -2.089, -4.096)  0.08
H (0.435, 1.332, 1.144)  0.13
H (2.556, 0.412, -0.687)  0.12
H (1.760, -0.864, 0.187)  0.12
H (3.830, 0.764, 1.191)  0.09
H (2.809, -0.251, 2.179)  0.08
H (2.414, 1.467, 1.957)  0.09
H (-0.777, 3.308, -1.432)  0.18
H (-2.240, 1.470, -1.114)  0.11
H (-1.614, 1.991, 2.039)  -0.09

=====

No. 5
A cluster of 10 separate species, C20H30N10 in total in a non-equilibrium geometry. Source: OMol25; level of theory: the ωB97M-V functional and the def2-TZVPD basis.

- Energy above the lowest of the compared OMol25 structures with the same formula, charge and spin: 69.1 kcal/mol

Last column: Löwdin charge in e.
Geometry (Å):
C (-21.541, 3.761, -5.875)  -0.07
C (-20.265, 3.866, -6.583)  -0.30
N (-19.269, 4.007, -7.059)  0.13
H (-22.367, 3.559, -6.556)  0.08
H (-21.725, 4.716, -5.384)  0.08
H (-21.560, 2.936, -5.162)  0.08
C (-24.400, 12.381, -4.907)  -0.08
C (-24.787, 11.190, -5.644)  -0.29
N (-25.112, 10.244, -6.211)  0.12
H (-25.254, 12.781, -4.362)  0.09
H (-24.075, 13.107, -5.651)  0.08
H (-23.464, 12.310, -4.352)  0.08
C (-19.218, 19.213, -7.069)  -0.10
C (-19.046, 17.957, -6.374)  -0.26
N (-18.916, 16.843, -5.881)  0.10
H (-20.088, 19.162, -7.724)  0.08
H (-18.337, 19.518, -7.633)  0.09
H (-19.446, 19.982, -6.331)  0.08
C (-30.472, 13.611, -9.212)  -0.08
C (-31.868, 14.085, -9.064)  -0.26
N (-32.963, 14.518, -8.830)  0.10
H (-29.972, 14.246, -9.944)  0.08
H (-30.428, 12.534, -9.372)  0.08
H (-29.931, 13.759, -8.278)  0.08
C (-30.787, 7.607, -3.173)  -0.07
C (-31.573, 7.353, -4.384)  -0.30
N (-32.191, 7.159, -5.329)  0.12
H (-30.472, 6.568, -3.079)  0.08
H (-31.434, 7.860, -2.333)  0.08
H (-29.900, 8.227, -3.304)  0.08
C (-23.584, 10.346, -13.649)  -0.09
C (-22.915, 9.229, -14.260)  -0.28
N (-22.405, 8.315, -14.819)  0.12
H (-22.855, 10.953, -13.113)  0.08
H (-24.189, 9.918, -12.850)  0.09
H (-24.083, 11.047, -14.318)  0.09
C (-22.267, 8.822, 0.744)  -0.08
C (-23.567, 8.246, 1.089)  -0.27
N (-24.630, 7.785, 1.411)  0.11
H (-21.471, 8.086, 0.630)  0.08
H (-22.022, 9.377, 1.650)  0.08
H (-22.328, 9.521, -0.090)  0.08
C (-29.162, 19.698, -2.979)  -0.08
C (-28.469, 19.111, -4.080)  -0.30
N (-27.946, 18.653, -5.018)  0.12
H (-28.961, 19.053, -2.124)  0.08
H (-30.244, 19.743, -3.106)  0.09
H (-28.702, 20.659, -2.749)  0.09
C (-29.110, 13.771, 2.597)  -0.08
C (-28.056, 13.529, 3.591)  -0.28
N (-27.285, 13.294, 4.415)  0.12
H (-29.975, 13.261, 3.022)  0.08
H (-28.771, 13.479, 1.604)  0.08
H (-29.389, 14.817, 2.474)  0.08
C (-21.234, 15.496, 4.128)  -0.08
C (-21.937, 15.266, 2.867)  -0.28
N (-22.508, 15.057, 1.884)  0.12
H (-20.233, 15.069, 4.075)  0.08
H (-21.734, 15.173, 5.041)  0.08
H (-21.080, 16.564, 4.282)  0.08

=====

No. 6
A cluster of 3 separate species, C7H13N3 in total in a non-equilibrium geometry. Source: OMol25; level of theory: the ωB97M-V functional and the def2-TZVPD basis.

- Energy above the lowest of the compared OMol25 structures with the same formula, charge and spin: 149.9 kcal/mol

Last column: Löwdin charge in e.
Geometry (Å):
C (1.552, 0.221, -0.768)  -0.09
C (-0.866, -1.902, -2.188)  -0.12
N (0.343, 0.638, -0.059)  -0.01
C (-0.305, -0.102, 0.677)  -0.28
C (1.330, 1.121, 2.316)  -0.36
C (-1.263, -0.573, -1.694)  -0.19
N (1.170, 2.438, 2.153)  0.08
C (-1.062, -0.795, 1.485)  0.03
C (-2.191, 0.287, -2.028)  -0.03
N (1.924, 0.502, 3.221)  0.09
H (1.474, 3.097, 2.863)  0.10
H (0.618, 2.768, 1.381)  0.08
H (1.944, -0.511, 3.186)  0.04
H (1.434, 0.488, -1.817)  0.08
H (2.388, 0.784, -0.352)  0.07
H (1.751, -0.849, -0.675)  0.08
H (-1.514, -2.231, -3.018)  0.08
H (-0.924, -2.657, -1.398)  0.07
H (0.165, -1.902, -2.555)  0.07
H (-0.835, -0.821, 2.542)  0.05
H (-1.921, -1.323, 1.095)  0.06
H (-2.313, 1.244, -1.528)  0.05
H (-2.900, 0.079, -2.839)  0.06

=====

no.,E_tot (eV)
1,-190506.1757
2,-62065.1232
3,-20509.8110
4,-99326.2188
5,-36121.9335
6,-11933.4292